{
  "formula": "C17H14CdClNO2S2",
  "method": "wB97M-V/def2-TZVPD",
  "gap_ev": 5.3451,
  "e_lumo_ev": 4.74,
  "total_charge": -2,
  "e_tot_ev": -62198.3352,
  "species": ["C", "C", "C", "H", "C", "C", "H", "H", "H", "H", "Cd", "Cl", "C", "C", "C", "H", "C", "C", "H", "H", "H", "H", "O", "S", "O", "N", "C", "S", "C", "C", "C", "C", "C", "C", "H", "H", "H", "H"],
  "xyz": [[-2.3660, -1.0151, -1.7594], [-1.7866, -1.1854, -3.0588], [-1.5786, 0.1042, -3.6201], [-1.6241, -2.1428, -3.5663], [-2.0111, 1.0902, -2.6965], [-2.5106, 0.4129, -1.5296], [-3.0579, 0.8728, -0.6983], [-2.7626, -1.8062, -1.1134], [-1.2429, 0.3034, -4.6407], [-2.0388, 2.1735, -2.8690], [-0.2628, -0.1862, -0.6604], [0.1190, -2.3878, 0.1858], [2.3378, 0.0790, -1.3833], [1.9910, 1.3281, -2.0162], [1.5358, 1.0400, -3.3331], [2.1095, 2.3166, -1.5591], [1.6332, -0.3745, -3.5438], [2.1433, -0.9721, -2.3577], [2.3923, -2.0283, -2.2122], [2.8106, -0.0174, -0.3988], [1.2320, 1.7770, -4.0799], [1.4218, -0.8927, -4.4828], [2.6751, 1.7212, 3.9646], [2.3288, 0.6802, 3.0317], [3.2438, -0.4086, 2.7591], [1.7858, 1.2996, 1.6107], [0.4611, 1.3046, 1.4823], [-0.4075, 2.1784, 0.3010], [-0.1964, 0.4668, 2.5181], [-1.5149, 0.0139, 2.6126], [-1.8759, -0.7430, 3.7335], [-0.9323, -1.0694, 4.7303], [0.3990, -0.6611, 4.5924], [0.7449, 0.0653, 3.4668], [-2.2144, 0.2633, 1.8037], [-2.9049, -1.0773, 3.8480], [-1.2397, -1.6426, 5.6120], [1.1632, -0.8804, 5.3268]],
  "atomic_forces_ev_per_a": [[-0.192, 0.499, -0.671], [-0.601, 0.544, 0.209], [-0.837, -0.087, 0.269], [0.164, 0.445, 0.370], [-0.466, -0.657, -0.009], [-0.045, -0.366, -0.745], [0.405, -0.212, -0.328], [0.371, 0.363, -0.236], [0.187, -0.074, 0.517], [0.209, -0.535, 0.182], [0.700, -0.076, -1.317], [0.021, -0.599, 0.659], [-0.419, -0.026, -0.477], [-0.160, -0.652, -0.449], [0.816, -0.452, 0.387], [-0.225, -0.482, -0.183], [0.758, 0.424, 0.546], [-0.242, 0.852, -0.237], [-0.295, 0.445, 0.004], [-0.255, -0.026, -0.486], [-0.079, -0.237, 0.291], [-0.121, 0.125, 0.384], [0.496, -0.019, 0.057], [-0.996, -0.744, -1.714], [-0.129, 0.783, 0.642], [-0.397, 1.121, -0.046], [1.757, 0.422, 0.401], [0.154, -0.068, 0.712], [-0.122, -0.811, 0.773], [0.266, 0.267, 0.088], [0.419, 0.006, 0.176], [-0.157, 0.224, -0.313], [-0.323, 0.022, -0.271], [-1.034, -0.348, 0.693], [0.203, -0.089, 0.485], [0.184, -0.011, -0.073], [0.083, 0.202, -0.373], [-0.099, -0.172, 0.084]]
}